C17H33BN6RuSi2 | ωB97M-V/def2-TZVPD

The geometry in XYZ format:
```
60
Properties=species:S:1:pos:R:3:mulliken_charge:R:1
H -0.30 3.16 0.92 0.284
N 0.05 1.70 -0.61 0.662
B 0.69 0.60 -2.81 0.051
N 0.62 1.80 -1.85 -0.154
C 0.94 3.08 -2.11 -0.091
Ru -1.02 -0.48 0.21 -0.553
H 1.35 3.37 -3.06 0.475
C 0.59 3.84 -1.00 -1.392
H 0.73 4.88 -0.88 0.495
C 0.05 2.95 -0.08 -0.254
H 0.98 0.97 -3.90 -0.081
C -2.12 -2.05 0.84 -1.257
H -2.75 -1.89 1.74 0.218
H -1.32 -2.78 1.03 0.392
H -2.67 -2.46 -0.02 0.562
N -0.76 -0.02 -2.80 0.050
N 1.80 -0.39 -2.34 -0.112
N -1.49 -0.43 -1.68 0.348
N 1.46 -1.10 -1.24 0.696
C -1.60 0.01 -3.86 -0.018
C 2.91 -0.96 -2.85 -0.085
H -1.23 0.34 -4.83 0.470
H 3.33 -0.61 -3.76 0.532
C -2.85 -0.47 -3.48 -1.283
C 3.28 -2.02 -2.03 -1.137
C -2.77 -0.74 -2.11 -0.198
C 2.32 -2.10 -1.01 -0.198
H -3.71 -0.63 -4.10 0.452
H 4.14 -2.62 -2.11 0.475
H -3.49 -1.10 -1.40 0.520
H 2.33 -2.74 -0.13 0.549
H 0.52 -0.63 -0.75 0.371
C -1.34 2.24 3.50 -1.166
Si -1.80 0.59 2.68 0.474
C -2.55 -0.44 4.07 -1.221
C -3.09 1.00 1.40 -0.850
C -0.29 -0.44 2.08 0.044
Si 1.36 0.12 2.82 -0.179
C 1.22 -0.03 4.71 -1.050
C 2.70 -1.07 2.28 -1.111
C 1.93 1.86 2.46 -0.981
H -2.26 2.61 3.98 0.447
H -1.03 3.00 2.76 0.355
H -0.57 2.18 4.28 0.239
H -3.34 0.15 4.55 0.369
H -2.98 -1.37 3.70 0.379
H -1.80 -0.68 4.85 0.326
H -2.69 1.05 0.36 0.372
H -3.92 0.28 1.44 0.287
H -3.48 1.99 1.67 0.481
H -0.42 -1.45 2.49 0.766
H 0.70 -0.96 5.00 0.339
H 2.24 -0.07 5.11 0.401
H 0.70 0.81 5.19 0.342
H 3.23 -0.70 1.40 0.351
H 3.43 -1.17 3.09 0.444
H 2.29 -2.06 2.05 0.213
H 2.16 1.98 1.39 0.288
H 1.20 2.63 2.74 0.371
H 2.85 2.05 3.03 0.480
```

LUMO (spin up / spin down): -6.647 / -9.458 eV
energy relative to the best compared isomer or geometry (same formula, charge and spin): 41.4 kcal/mol
multiplicity: 5
net charge: +2
frontier orbital gap (spin up / spin down): 8.668 / 5.833 eV
highest occupied orbital energy (spin up / spin down): -0.5628 / -0.5619 Ha
⟨S²⟩: 6.020


C17H33BrGeN2O5SbSe4Ti | ωB97M-V/def2-TZVPD

The geometry in XYZ format:
```
65
Properties=species:S:1:pos:R:3:mulliken_charge:R:1
Ti 0.14 0.09 -0.25 0.021
C 0.87 -3.72 -1.11 -1.137
O 0.01 -2.79 -0.49 0.445
C -1.16 -3.40 -0.03 -0.799
C -1.99 -2.41 0.73 -0.626
O -2.19 -1.20 -0.05 -0.052
C -3.32 -0.48 0.44 -1.025
C -3.10 1.00 0.56 -0.138
O -2.98 1.56 -0.74 -0.035
C -3.08 2.96 -0.72 -0.834
H 1.27 -4.42 -0.37 0.291
H 0.34 -4.26 -1.90 0.353
H 1.69 -3.17 -1.57 0.304
H -1.72 -3.80 -0.90 0.376
H -0.93 -4.24 0.65 0.268
H -2.95 -2.88 0.94 0.532
H -1.51 -2.16 1.68 0.073
H -4.16 -0.66 -0.24 0.139
H -3.60 -0.84 1.44 0.547
H -3.97 1.43 1.07 0.593
H -2.20 1.20 1.17 -0.068
H -4.06 3.27 -0.33 0.365
H -2.28 3.41 -0.11 0.167
H -2.97 3.31 -1.75 0.231
Se 2.33 -1.21 5.31 -0.742
Sb 1.36 -2.28 3.34 0.656
Se 0.29 -0.17 2.20 -0.497
Se -0.50 -3.83 3.70 -0.775
Se 3.04 -3.21 1.80 -0.762
N 3.01 -0.81 -1.35 -0.789
N 2.09 -1.00 -0.26 0.451
H 3.94 -0.73 -0.95 0.262
H 2.78 0.10 -1.75 0.198
H 2.46 -0.51 0.57 0.481
H 2.18 -1.97 0.07 -0.320
Br 4.61 6.05 1.28 -0.246
C 3.05 5.06 1.73 -0.088
C 2.44 5.31 2.96 -0.333
C 1.30 4.59 3.29 -0.803
C 0.78 3.66 2.39 -0.387
C 1.40 3.43 1.17 0.221
C 2.56 4.12 0.85 -0.109
C 0.83 2.39 0.27 1.022
O -0.39 2.14 0.32 -0.442
O 1.59 1.72 -0.48 -0.626
H 2.86 6.03 3.64 0.400
H 0.83 4.74 4.25 0.396
H -0.09 3.07 2.64 0.396
H 3.05 3.91 -0.09 0.510
C -0.19 0.69 -5.46 -1.422
Ge -0.89 0.90 -3.62 0.983
C -0.50 2.79 -3.17 -0.979
C -2.85 0.65 -3.74 -1.205
C -0.09 -0.29 -2.37 -0.778
H -0.58 1.48 -6.11 0.342
H -0.46 -0.27 -5.88 0.385
H 0.90 0.76 -5.44 0.353
H -1.06 3.48 -3.80 0.402
H 0.57 2.98 -3.32 0.352
H -0.73 2.99 -2.12 -0.073
H -3.14 0.33 -4.74 0.497
H -3.38 1.58 -3.51 0.265
H -3.16 -0.10 -3.01 0.222
H 0.95 -0.47 -2.68 0.385
H -0.62 -1.25 -2.45 0.206
```

LUMO (spin up / spin down): 3.578 / 3.578 eV
energy relative to the best compared isomer or geometry (same formula, charge and spin): 22.5 kcal/mol
multiplicity: 2
net charge: -2
frontier orbital gap (spin up / spin down): 4.844 / 4.843 eV
highest occupied orbital energy (spin up / spin down): -0.0465 / -0.0465 Ha
⟨S²⟩: 0.755


C17H33F3N8O25 | ωB97M-V/def2-TZVPD

The geometry in XYZ format:
```
86
Properties=species:S:1:pos:R:3:mulliken_charge:R:1
O 6.72 -11.25 23.67 -0.491
C 6.46 -10.39 24.40 0.596
O 7.05 -10.13 25.59 -0.384
C 6.37 -9.03 26.19 -0.177
C 5.66 -8.40 25.00 0.401
F 6.55 -7.55 24.30 -0.338
O 5.43 -9.54 24.21 -0.270
H 5.72 -9.36 27.00 0.088
H 7.10 -8.33 26.61 0.314
H 4.77 -7.82 25.24 0.230
O 1.30 -12.99 23.73 -0.316
C 1.98 -13.80 24.22 0.270
O 2.27 -13.97 25.53 -0.087
C 3.16 -15.09 25.64 -0.614
C 3.00 -15.78 24.30 0.185
F 1.98 -16.64 24.30 -0.281
O 2.67 -14.71 23.47 -0.313
H 4.18 -14.74 25.74 0.339
H 2.91 -15.77 26.45 0.345
H 3.93 -16.24 23.98 0.347
O -1.97 -11.07 25.74 -0.443
C -1.90 -11.22 24.58 0.362
O -0.85 -10.80 23.85 0.175
C -1.06 -11.19 22.50 -0.279
C -2.56 -11.40 22.46 0.266
F -2.96 -12.36 21.52 -0.320
O -2.87 -11.74 23.79 -0.360
H -0.76 -10.39 21.81 0.182
H -0.42 -12.01 22.17 0.233
H -3.10 -10.50 22.13 0.243
C 0.40 -5.88 28.94 -0.829
N 0.90 -7.24 28.69 0.871
O 0.14 -8.02 28.19 -0.382
O 2.08 -7.46 28.89 -0.573
H -0.23 -5.97 29.83 0.346
H -0.20 -5.57 28.10 0.206
H 1.16 -5.17 29.24 0.300
C 0.20 -15.16 27.49 -0.641
N -0.05 -15.69 28.86 1.043
O -0.39 -14.90 29.71 -0.588
O 0.09 -16.87 29.02 -0.567
H 0.81 -14.28 27.60 0.143
H -0.72 -14.99 26.94 0.323
H 0.79 -15.92 26.99 0.296
C 1.02 -10.66 26.59 -0.247
N 1.94 -9.94 25.68 1.187
O 3.01 -10.43 25.44 -0.490
O 1.55 -8.89 25.20 -0.377
H 0.36 -9.93 27.03 0.129
H 1.67 -11.11 27.34 0.034
H 0.57 -11.48 26.03 -0.114
C 1.18 -7.63 22.37 -0.343
N 0.96 -6.41 21.57 1.133
O -0.11 -5.87 21.62 -0.623
O 1.85 -6.04 20.91 -0.612
H 0.33 -8.26 22.11 0.187
H 1.14 -7.39 23.42 0.024
H 2.10 -8.08 22.04 0.208
C 2.54 -10.59 30.47 -0.467
N 3.55 -10.99 29.44 0.908
O 4.17 -12.01 29.67 -0.583
O 3.83 -10.16 28.61 -0.448
H 3.12 -10.35 31.35 0.359
H 1.94 -11.47 30.70 0.310
H 1.94 -9.80 30.05 -0.094
C -1.56 -10.47 29.39 -0.412
N -2.44 -9.74 30.34 0.910
O -3.07 -10.40 31.20 -0.547
O -2.41 -8.51 30.25 -0.533
H -0.56 -10.51 29.81 0.073
H -1.66 -10.08 28.39 0.135
H -1.85 -11.52 29.45 0.395
C -0.57 -6.14 25.47 -0.828
N 0.25 -4.95 25.13 1.095
O -0.33 -3.96 24.75 -0.595
O 1.46 -5.07 25.21 -0.551
H -1.34 -5.90 26.20 0.416
H 0.06 -6.87 25.95 0.110
H -1.05 -6.52 24.57 0.380
C 3.70 -11.03 22.24 -0.735
N 2.49 -11.41 21.53 1.053
O 2.49 -12.40 20.86 -0.592
O 1.56 -10.62 21.55 -0.511
H 4.07 -11.80 22.90 0.262
H 3.62 -10.06 22.70 0.113
H 4.46 -10.85 21.47 0.429
```

LUMO: -0.582 eV
energy relative to the best compared isomer or geometry (same formula, charge and spin): 0.0 kcal/mol
net charge: 0
frontier orbital gap: 10.361 eV
highest occupied orbital energy: -0.4022 Ha


C17H33F3O6S | ωB97M-V/def2-TZVPD

The geometry in XYZ format:
```
60
Properties=species:S:1:pos:R:3:mulliken_charge:R:1
O 0.97 -4.21 1.41 -0.513
C 0.66 -3.72 0.37 -0.326
C 1.34 -4.10 -0.93 -1.069
C 1.55 -2.96 -1.94 1.838
C 2.04 -1.65 -1.26 -1.628
C 3.09 -1.76 -0.15 -1.058
C 4.48 -2.17 -0.57 0.894
F 4.88 -1.56 -1.71 -0.289
F 5.38 -1.86 0.38 -0.313
F 4.60 -3.50 -0.78 -0.259
C 2.48 -3.39 -3.09 -1.101
C 2.00 -4.64 -3.84 -0.777
C 0.49 -4.62 -4.08 -0.592
O 0.01 -3.26 -4.13 -0.410
S -0.04 -2.51 -2.73 1.524
O 0.01 -1.12 -3.06 -0.650
O -1.11 -3.04 -1.95 -0.721
H -0.17 -3.00 0.31 0.438
H 2.30 -4.56 -0.68 0.380
H 0.71 -4.89 -1.37 0.535
H 2.41 -0.98 -2.03 0.668
H 1.19 -1.13 -0.81 0.435
H 2.80 -2.43 0.66 0.223
H 3.20 -0.77 0.29 0.302
H 2.57 -2.55 -3.78 0.573
H 3.47 -3.58 -2.69 0.310
H 2.27 -5.55 -3.31 0.357
H 2.52 -4.66 -4.80 0.479
H 0.22 -5.05 -5.05 0.373
H -0.08 -5.16 -3.32 0.297
C 0.00 2.21 -2.22 -1.270
C -0.45 1.36 -1.05 -0.037
O 0.56 1.14 -0.07 -0.234
C 1.06 2.31 0.57 -0.511
C 0.00 3.10 1.32 -1.075
H 0.92 1.79 -2.66 0.248
H -0.77 2.21 -2.99 0.425
H 0.20 3.24 -1.94 0.377
H -0.70 0.36 -1.40 0.248
H -1.35 1.78 -0.59 0.240
H 1.57 2.96 -0.15 0.348
H 1.81 1.95 1.27 0.330
H -0.73 3.55 0.65 0.249
H 0.47 3.91 1.89 0.462
H -0.53 2.45 2.02 0.275
C -3.67 2.63 2.75 -1.125
C -3.06 3.01 4.09 -0.391
O -2.71 4.37 4.19 -0.424
C -3.77 5.30 4.06 -0.311
C -4.85 5.15 5.12 -1.034
H -3.02 2.94 1.94 0.285
H -3.80 1.54 2.70 0.393
H -4.65 3.08 2.60 0.340
H -2.12 2.47 4.23 0.364
H -3.72 2.71 4.91 0.349
H -4.21 5.24 3.06 0.292
H -3.30 6.28 4.15 0.330
H -5.41 4.21 5.01 0.265
H -5.57 5.97 5.03 0.389
H -4.42 5.18 6.12 0.284
```

LUMO: 0.614 eV
net charge: 0
frontier orbital gap: 10.316 eV
highest occupied orbital energy: -0.3565 Ha


Max |F| across the listed records, respectively: 0.0967; 0.0226; 0.0704; 0.0155 hartree/bohr.